Entry 1:
{
  "formula": "C10H29N4O6P2S3",
  "method": "wB97M-V/def2-TZVPD",
  "e_above_lowest_kj_mol": 377.4,
  "e_lumo_ha": -0.19586,
  "homo_lumo_gap_ev": 6.0,
  "multiplicity": 1,
  "e_tot_ev": -80157.0793,
  "charge": 1,
  "mol_weight_g_mol": 459.5,
  "species": ["H", "C", "H", "H", "H", "H", "H", "H", "H", "C", "S", "S", "H", "H", "H", "H", "H", "H", "O", "N", "H", "C", "H", "O", "H", "O", "H", "N", "C", "H", "H", "H", "H", "C", "P", "C", "C", "C", "H", "H", "C", "O", "O", "C", "N", "O", "S", "H", "H", "H", "N", "P", "H", "H"],
  "xyz": [[-3.605, 3.734, -3.018], [-0.133, 0.337, 3.108], [-3.095, 0.598, -5.647], [-2.264, -1.929, -3.939], [2.031, -7.549, -2.414], [0.434, 1.305, -3.419], [-0.941, 3.898, 5.917], [0.728, -0.295, 3.335], [-1.062, -0.138, 3.429], [-2.973, 1.444, -2.945], [2.510, -3.675, -0.760], [1.155, 0.410, -0.898], [-0.175, 0.542, 2.036], [-0.472, 3.800, -3.628], [-1.823, 2.724, 6.891], [4.074, -2.700, 0.726], [-2.647, 3.076, -4.501], [-1.023, 0.072, -4.487], [-0.065, 1.319, 5.474], [-2.430, 0.988, -1.608], [2.084, -6.392, -0.166], [2.396, -6.525, -2.309], [-0.649, 3.824, 7.658], [3.483, -4.982, -0.775], [-1.518, 4.722, -2.361], [2.098, -3.385, -2.115], [1.847, 2.793, -2.319], [-3.056, -1.254, -4.017], [-1.277, 3.624, -2.764], [-1.484, 2.781, 1.172], [1.212, 2.682, 6.383], [3.197, -6.354, -3.036], [3.665, -7.004, -0.652], [-0.854, 3.219, 6.771], [-2.452, 0.239, -4.384], [0.245, 2.196, 6.549], [-1.721, 2.095, -0.854], [-2.699, 3.018, -3.310], [-3.067, 1.981, 0.744], [1.575, -5.850, -2.570], [2.890, -6.268, -0.898], [1.552, -3.816, 0.319], [1.385, 2.386, 3.729], [3.728, -2.478, -0.285], [-2.094, 2.292, 0.461], [-1.127, 2.688, 3.668], [0.042, 1.886, 3.950], [3.257, -1.493, -0.312], [-1.681, 0.273, -1.798], [4.554, -2.512, -0.998], [-0.664, 2.879, -1.599], [0.722, 1.874, -2.104], [-4.159, 1.319, -2.878], [0.344, 1.580, 7.450]]
}


Entry 2:
{
  "formula": "C32H91N5O17",
  "method": "wB97M-V/def2-TZVPD",
  "e_above_lowest_kj_mol": 239.2,
  "e_lumo_ha": 0.00520,
  "homo_lumo_gap_ev": 8.9,
  "multiplicity": 1,
  "e_tot_ev": -76911.2069,
  "charge": 0,
  "mol_weight_g_mol": 818.1,
  "species": ["C", "H", "H", "H", "H", "O", "C", "H", "H", "H", "H", "H", "C", "C", "H", "O", "H", "H", "O", "H", "H", "H", "C", "H", "O", "H", "C", "H", "H", "C", "H", "H", "H", "H", "H", "O", "O", "H", "H", "H", "H", "H", "H", "C", "H", "O", "H", "C", "H", "O", "H", "N", "H", "C", "C", "O", "H", "C", "C", "C", "H", "C", "H", "H", "H", "O", "H", "H", "C", "O", "C", "C", "H", "C", "H", "H", "H", "H", "O", "H", "H", "C", "H", "H", "H", "C", "H", "H", "H", "C", "H", "C", "H", "H", "H", "H", "H", "N", "O", "H", "H", "H", "H", "C", "C", "C", "H", "H", "O", "H", "H", "H", "H", "C", "C", "H", "C", "H", "H", "H", "H", "H", "N", "H", "H", "C", "H", "O", "C", "H", "H", "H", "H", "O", "H", "H", "H", "C", "N", "N", "H", "H", "H", "H", "O"],
  "xyz": [[-7.204, 1.283, -3.522], [-3.005, 0.467, -3.072], [-5.339, 0.392, -3.035], [2.619, -2.797, 8.722], [6.871, 2.514, -0.299], [3.769, -0.902, -4.239], [1.336, -2.806, 3.369], [2.096, 1.909, -3.383], [6.154, 2.559, -3.628], [4.272, 5.194, -2.258], [-4.032, 2.695, -2.830], [4.724, -2.784, -0.521], [5.319, 5.252, -1.914], [2.024, -2.725, 5.852], [-4.413, -3.390, 1.191], [-1.644, -0.464, -0.695], [2.729, -3.106, -4.937], [5.817, -1.884, 1.680], [0.127, 1.301, -3.043], [-4.335, -3.994, 4.360], [-2.283, -3.787, 2.321], [-1.774, 0.070, -4.090], [-0.947, 2.168, -2.685], [-3.140, -5.079, 4.202], [1.834, 1.302, 2.091], [5.275, 5.056, -0.836], [-0.314, 3.759, 1.235], [0.112, -3.153, 5.092], [0.520, 3.540, 0.554], [-2.498, -2.323, 3.918], [-1.204, -1.569, 0.871], [-2.875, 4.025, -3.150], [1.665, -3.420, -3.604], [1.021, -0.438, 4.619], [4.640, 2.805, -0.969], [4.674, 1.706, 1.799], [-4.461, -3.557, -2.545], [2.844, -2.185, -0.264], [3.338, -1.414, 7.905], [1.633, -1.492, -5.680], [-2.859, -1.509, 6.350], [-2.674, -3.641, -1.578], [4.728, 0.238, -1.579], [2.381, -1.884, 8.163], [-4.244, -0.383, 5.981], [-3.663, -1.756, 4.510], [-3.975, 0.840, -1.280], [2.089, -2.613, -4.198], [-1.650, 2.354, -4.737], [2.790, -3.088, 0.060], [2.978, -2.282, 5.563], [4.402, 1.028, -2.130], [-4.658, 1.581, 0.169], [6.407, 1.677, -0.825], [-3.356, -0.881, 5.607], [-5.902, 1.496, -1.415], [-3.482, -2.096, -1.498], [2.882, -1.582, -3.391], [0.928, -2.495, 4.781], [-4.105, -2.738, 2.008], [-4.989, -2.497, 2.590], [4.752, -3.517, 1.473], [-1.120, 3.118, 0.838], [-1.687, 5.343, 1.537], [-2.991, -1.677, -3.951], [1.100, 0.446, -0.637], [2.149, -0.884, -2.979], [7.116, 1.211, -1.511], [3.947, 1.971, 3.014], [4.958, -2.204, 1.964], [-0.820, 5.147, 0.888], [-3.222, 3.042, -3.468], [4.246, -4.476, -0.451], [-6.268, 0.632, -2.502], [-0.585, 3.187, -2.523], [-2.434, -3.397, -4.084], [1.954, -3.787, 6.092], [4.675, 1.794, 3.813], [-1.134, -2.173, -3.132], [2.039, 0.876, 1.250], [-5.538, 1.834, -4.803], [1.119, 1.870, -3.876], [3.132, -0.069, 2.945], [-1.262, 5.972, -0.830], [-0.158, 5.990, 1.116], [2.813, 0.968, 3.071], [-7.032, 2.620, -5.211], [-5.133, -0.098, -0.279], [-1.323, 1.820, -1.721], [-2.047, 2.092, -3.750], [4.004, -4.010, 2.099], [5.223, 2.194, -1.666], [0.162, -1.044, 5.853], [1.427, -0.982, 0.691], [-0.610, -2.452, -3.891], [0.233, 2.602, 2.696], [5.568, 6.301, -2.068], [-8.377, 1.919, -2.978], [1.562, -2.060, 7.039], [-8.181, 2.695, -2.356], [-3.643, -1.841, 1.589], [0.394, -2.782, 2.816], [-1.803, -1.650, 3.415], [-4.868, 0.895, -0.650], [0.666, -0.821, -0.073], [4.144, -3.515, 0.060], [4.521, 3.312, -3.250], [3.615, 3.007, 3.077], [-1.169, 5.083, -0.481], [1.787, -1.227, 8.798], [0.826, 2.812, -4.334], [3.488, 1.219, -1.718], [-1.967, -2.827, 4.735], [5.524, 3.046, -2.892], [-3.076, -3.403, 2.972], [-4.693, -4.195, -1.869], [-2.506, -2.514, -3.447], [-7.493, 0.560, -4.289], [1.744, -3.819, 3.332], [5.558, 2.069, 1.892], [-0.896, 0.193, 1.087], [-8.843, 1.244, -2.374], [-2.526, 0.729, -3.929], [4.054, -0.101, -3.762], [0.671, 0.447, -1.519], [-3.224, -2.911, -2.180], [-2.642, -0.145, 5.233], [1.098, -1.957, -5.028], [-6.413, 2.321, -4.368], [-6.635, -0.290, -2.036], [5.696, -4.062, 1.568], [-3.628, 3.142, -4.477], [-6.076, 3.116, -3.707], [6.105, 4.289, -2.535], [2.013, -2.095, 2.898], [2.300, 0.979, 4.034], [1.321, 1.112, -4.644], [-0.763, -0.665, 0.433], [-3.763, -4.480, 3.671], [0.320, -1.134, 4.853], [6.063, 0.990, -0.053], [-1.514, -1.168, -1.340], [0.728, -1.550, -0.886], [3.390, -2.222, -2.657], [-0.113, 3.494, 2.587]]
}


Entry 3:
{
  "formula": "C20H33ClN2O4",
  "method": "wB97M-V/def2-TZVPD",
  "e_above_lowest_kj_mol": 0.6,
  "e_lumo_ha": 0.01544,
  "homo_lumo_gap_ev": 9.7,
  "multiplicity": 1,
  "e_tot_ev": -44968.4920,
  "charge": 0,
  "mol_weight_g_mol": 400.9,
  "species": ["H", "C", "C", "C", "H", "C", "C", "H", "H", "O", "C", "H", "C", "H", "H", "H", "C", "H", "O", "C", "C", "H", "H", "O", "H", "C", "H", "H", "C", "H", "H", "Cl", "C", "C", "N", "H", "C", "H", "C", "H", "O", "C", "H", "H", "H", "H", "H", "H", "H", "H", "H", "C", "H", "H", "H", "C", "H", "H", "C", "N"],
  "xyz": [[-4.474, 4.022, 0.590], [3.136, -1.881, 2.100], [-0.115, -1.833, -2.340], [0.796, -0.117, 2.167], [-4.841, 2.375, 0.082], [-2.774, 2.700, 0.697], [2.600, -1.284, 0.795], [-2.162, 1.576, -1.968], [0.560, -1.540, -4.837], [-2.645, -1.507, -1.007], [-4.078, 3.155, 0.057], [-0.281, 0.035, 2.241], [-3.036, 0.646, 1.343], [-3.928, 3.444, -0.986], [3.203, -1.530, 4.210], [3.503, -2.384, -3.566], [1.336, -0.748, 3.445], [2.925, -0.179, -2.832], [-1.986, 2.044, 2.983], [1.105, -0.979, 0.946], [-2.605, 0.881, -1.249], [0.607, -1.951, 1.050], [-0.555, 0.483, -3.841], [3.230, -3.412, -0.065], [2.666, -2.860, 2.212], [-1.744, 3.812, 0.689], [1.131, -0.099, 4.298], [-1.207, 1.249, 0.342], [3.253, -2.899, -2.641], [-3.682, 0.854, -1.413], [0.810, -1.692, 3.630], [3.536, 0.257, 0.498], [2.831, -1.019, 3.320], [-3.064, 2.001, 2.062], [-0.855, -0.619, -2.024], [0.316, 1.163, -2.436], [0.945, -0.935, -3.025], [-0.821, 3.497, 1.179], [-2.075, -0.521, -1.440], [0.695, -0.515, 0.049], [1.337, -1.286, -4.328], [-2.286, 1.318, 0.175], [4.120, -3.421, -2.247], [-0.644, -2.490, -3.037], [-1.501, 4.097, -0.338], [-2.535, -0.158, 1.877], [0.207, -2.416, -1.477], [4.205, -2.061, 1.996], [-4.000, 2.293, 2.550], [3.371, -0.071, 3.252], [-4.028, 0.306, 1.048], [-0.061, 0.246, -2.894], [1.240, 0.873, 2.030], [1.969, -0.034, -1.377], [2.480, -3.642, -2.855], [2.897, -2.277, -0.358], [-1.914, 2.936, 3.336], [-2.117, 4.708, 1.194], [2.205, -0.701, -2.194], [2.801, -1.911, -1.669]]
}


Entry 4:
{
  "formula": "C10H20O2P",
  "method": "wB97M-V/def2-TZVPD",
  "e_above_lowest_kj_mol": 281.9,
  "e_lumo_ha": 0.12548,
  "homo_lumo_gap_ev": 6.2,
  "multiplicity": 1,
  "e_tot_ev": -24076.8097,
  "charge": -1,
  "mol_weight_g_mol": 203.2,
  "species": ["H", "H", "C", "H", "C", "C", "O", "C", "H", "H", "H", "H", "H", "C", "H", "H", "H", "P", "H", "H", "H", "H", "H", "H", "O", "C", "C", "H", "C", "C", "H", "C", "H"],
  "xyz": [[0.874, -3.055, -3.123], [0.884, -3.928, -1.626], [0.806, -2.847, -2.082], [-0.207, 0.711, -1.385], [0.132, -0.682, 0.522], [-0.536, 1.809, 0.783], [2.464, 1.911, -1.469], [-1.973, 1.327, 0.993], [-2.479, 1.796, 1.832], [1.212, 2.393, 1.868], [-1.455, 3.727, 0.392], [-0.413, -1.084, -2.066], [1.693, -2.427, -1.791], [-0.479, 3.183, 0.123], [-2.538, 1.515, 0.142], [-1.506, -3.019, 1.234], [-0.434, 3.029, -0.993], [2.298, 0.889, -0.151], [-1.943, 0.293, 1.273], [-0.257, 3.060, 2.510], [0.448, 3.882, 0.198], [0.266, -0.970, 1.553], [-1.213, -2.665, -1.956], [2.531, 1.250, -2.212], [2.501, -0.441, -0.766], [0.276, 0.694, 0.088], [-0.399, -2.135, -1.575], [0.173, 1.259, 2.755], [-0.235, -1.877, -0.119], [-0.512, -3.019, 0.868], [0.072, -2.792, 1.764], [0.227, 2.185, 2.126], [-0.279, -3.976, 0.288]]
}


Entry 5:
{
  "formula": "C2H3Br2NO3",
  "method": "wB97M-V/def2-TZVPD",
  "e_above_lowest_kj_mol": 169.9,
  "e_lumo_ha": 0.01685,
  "homo_lumo_gap_ev": 9.6,
  "multiplicity": 1,
  "e_tot_ev": -149835.4976,
  "charge": 0,
  "mol_weight_g_mol": 248.9,
  "species": ["H", "Br", "O", "C", "C", "H", "Br", "O", "H", "N", "O"],
  "xyz": [[-0.592, 0.711, 2.139], [-3.627, -1.253, 0.637], [1.765, -1.668, -1.112], [2.021, -0.692, -0.583], [-2.142, -0.602, -0.175], [2.128, 0.399, -0.898], [2.140, -0.591, 1.346], [-1.408, 0.541, 1.639], [-1.762, -1.041, -1.058], [-1.261, 0.081, 0.415], [-0.199, 0.475, -0.123]]
}


Entry 6:
{
  "formula": "C6H9ClN2",
  "method": "wB97M-V/def2-TZVPD",
  "e_above_lowest_kj_mol": 303.9,
  "e_lumo_ha": [-0.01326, 0.00003],
  "homo_lumo_gap_ev": [6.9, 7.8],
  "multiplicity": 1,
  "e_tot_ev": -21866.2903,
  "charge": 0,
  "mol_weight_g_mol": 144.6,
  "species": ["C", "H", "H", "C", "N", "C", "H", "H", "H", "N", "H", "C", "H", "C", "C", "Cl", "H", "H"],
  "xyz": [[-0.976, 0.493, 1.483], [1.746, 0.159, 0.871], [-0.207, -2.138, 0.151], [1.567, -0.895, 0.765], [-0.638, 1.636, 0.777], [-0.381, -0.522, -1.019], [1.548, -1.494, 1.730], [-0.062, 2.973, -0.761], [2.417, -1.385, 0.180], [-1.456, -0.911, -1.610], [-2.087, 0.147, 1.384], [-0.150, 1.948, -0.385], [1.174, 0.751, -1.630], [0.099, 0.872, -1.401], [0.285, -1.159, 0.044], [-0.446, 0.196, 3.088], [-1.996, -1.817, -1.297], [-0.437, 1.148, -2.371]]
}